(1)
An isolated molecule of C16H18ClNO2S, computed with wB97M-V/def2-TZVPD.

```
39
Properties=species:S:1:pos:R:3
C -1.1417 -1.8000 -0.3817
H -0.7091 -2.5380 0.2908
H -2.1636 -1.5980 -0.0735
H -1.1537 -2.2104 -1.3909
C -0.3069 -0.5242 -0.3387
N 1.0823 -0.8012 -0.6865
S 2.0919 -1.3784 0.5099
O 2.5026 -2.7154 0.1878
O 1.5128 -1.1258 1.7935
C 3.5284 -0.3207 0.2903
C 4.7438 -0.8932 -0.0330
C 5.8643 -0.0955 -0.1931
C 5.7593 1.2772 -0.0264
C 4.5446 1.8573 0.2965
C 3.4259 1.0499 0.4547
Cl 1.9134 1.7364 0.8523
H 4.4548 2.9238 0.4278
H 6.6297 1.9039 -0.1477
H 6.8140 -0.5413 -0.4440
H 4.7800 -1.9647 -0.1494
H 1.1767 -1.3742 -1.5119
H -0.2664 -0.1629 0.6922
C -0.8481 0.5841 -1.2541
H 0.0017 1.1469 -1.6450
H -1.3741 0.1347 -2.0984
C -1.7791 1.5616 -0.5245
C -3.0158 0.8897 -0.0010
C -3.1487 0.5833 1.3472
C -4.2798 -0.0622 1.8162
C -5.2950 -0.4096 0.9418
C -5.1752 -0.1038 -0.4036
C -4.0444 0.5420 -0.8693
H -3.9571 0.7824 -1.9196
H -5.9663 -0.3678 -1.0905
H -6.1776 -0.9137 1.3068
H -4.3682 -0.2951 2.8672
H -2.3596 0.8501 2.0352
H -2.0648 2.3497 -1.2259
H -1.2310 2.0231 0.2985
```

Summary:
HOMO level   -9.1 eV
HOMO-LUMO gap   9.8 eV
Total energy   -45826.8409 eV
Relative energy (zero: lowest compared OMol25 entry of this formula, charge and spin)   15.67 kcal/mol

(2)
The ion C4H8N2P with charge +1 in a non-equilibrium geometry, computed with wB97M-V/def2-TZVPD.

```
15
Properties=species:S:1:pos:R:3
C 0.6318 -1.4976 0.0171
C 1.4027 -0.3911 -0.0756
C -0.9445 0.0957 -0.0271
C -2.2523 0.8111 -0.0248
N -0.7291 -1.2695 -0.0723
N 0.1947 0.7362 -0.0727
P 2.9511 0.3932 -0.3754
H 0.9263 -2.5223 0.2316
H -2.4090 1.2747 0.9528
H -2.1477 1.5771 -0.8395
H -2.9944 0.0660 -0.1885
H -1.4301 -1.9585 -0.3069
H 0.4111 1.6563 -0.5118
H 3.8266 -0.2563 0.5901
H 2.5628 1.2850 0.7029
```

Summary:
HOMO level   -13.3 eV
HOMO-LUMO gap   9.8 eV
Net charge   +1
Total energy   -16538.8224 eV
Relative energy (zero: lowest compared OMol25 entry of this formula, charge and spin)   19.00 kcal/mol

(3)
A structure of composition C25H54Br22N2O6PS2 in a non-equilibrium geometry, computed with wB97M-V/def2-TZVPD.

```
112
Properties=species:S:1:pos:R:3
C 2.9753 0.4894 2.6502
C 2.7311 -0.4438 1.4554
C 2.7895 -1.9292 1.7931
S 1.4184 -2.6338 2.6787
O 1.2626 -1.8719 3.9004
O 1.8267 -4.0265 2.8297
N 0.1838 -2.5485 1.6363
S -1.2604 -2.1544 2.2033
O -1.5313 -2.6262 3.5421
O -2.2410 -2.4868 1.1835
P -1.5159 -0.0038 2.2574
N -2.9567 0.3566 2.7066
O -0.3702 0.5490 3.2337
O -1.1754 0.5395 0.8005
H 2.3122 0.2595 3.4847
H 2.8180 1.5338 2.3493
H 4.0197 0.4119 2.9826
H 1.8004 -0.1939 0.9257
H 3.5396 -0.2600 0.7315
H 2.8553 -2.5188 0.8714
H 3.6323 -2.1469 2.4466
H -3.3393 0.9000 1.9336
H -0.6628 0.3665 4.1449
H -0.4542 1.1913 0.8459
Br -3.6881 2.5163 -0.2452
C -3.0122 3.5632 -1.7393
C -2.0808 2.7609 -2.6154
Br -0.3023 2.5150 -1.8592
H -2.5351 4.4421 -1.3202
H -3.8880 3.8647 -2.3074
H -1.9085 3.2831 -3.5539
H -2.4693 1.7651 -2.8122
Br 2.9076 1.2313 -1.6774
C 3.3152 1.2581 -3.5732
C 3.4373 -0.1354 -4.1297
Br 5.1113 -0.9908 -3.6405
H 4.2244 1.8368 -3.6999
H 2.4850 1.7734 -4.0586
H 3.4375 -0.1068 -5.2185
H 2.6462 -0.7927 -3.7826
Br -3.5567 6.9248 -2.8587
C -2.3381 8.0268 -1.8181
C -1.1010 8.4135 -2.5859
Br 0.1442 6.9275 -2.7224
H -2.0911 7.4576 -0.9270
H -2.9127 8.9066 -1.5382
H -0.5645 9.1948 -2.0518
H -1.3210 8.7459 -3.5953
Br -2.0321 2.2931 -6.3393
C -0.5182 1.5075 -7.2677
C 0.7056 1.4602 -6.3946
Br 1.4936 3.2223 -6.1584
H -0.3615 2.1085 -8.1575
H -0.8259 0.5021 -7.5494
H 1.4714 0.8437 -6.8614
H 0.4884 1.0846 -5.3974
Br -5.1631 -2.8843 6.0296
C -4.3899 -4.6380 5.7151
C -5.2710 -5.7481 6.2187
Br -5.2350 -5.9110 8.1619
H -3.4108 -4.6328 6.1838
H -4.2646 -4.7159 4.6369
H -4.9242 -6.7080 5.8424
H -6.3111 -5.6013 5.9473
Br -0.9629 -1.7580 -1.7097
C -0.6275 -1.4292 -3.5890
C -0.2909 -2.6906 -4.3406
Br 1.5401 -3.2645 -3.9995
H 0.1734 -0.6950 -3.6546
H -1.5500 -0.9986 -3.9795
H -0.3404 -2.5288 -5.4153
H -0.9360 -3.5172 -4.0612
Br -6.4538 0.1953 6.9206
C -5.2127 1.4584 7.7215
C -4.1222 1.8764 6.7773
Br -2.7629 0.5148 6.5570
H -4.8262 0.9878 8.6198
H -5.8170 2.3216 7.9919
H -3.6060 2.7457 7.1788
H -4.4972 2.1030 5.7833
Br 2.6657 7.2365 0.9434
C 4.3498 7.2692 -0.0261
C 4.1366 7.3063 -1.5161
Br 3.5729 5.5832 -2.2079
H 4.9059 6.3912 0.2868
H 4.8656 8.1678 0.3054
H 5.0664 7.5433 -2.0288
H 3.3686 8.0192 -1.8014
Br -5.1922 -0.9793 -4.0454
C -5.1206 -0.7370 -5.9707
C -4.8567 -2.0252 -6.7013
Br -3.0134 -2.6073 -6.4775
H -4.3415 -0.0067 -6.1550
H -6.0843 -0.3263 -6.2652
H -5.0071 -1.8928 -7.7705
H -5.4750 -2.8420 -6.3431
Br 4.9113 -4.5503 2.8451
C 6.7984 -4.3808 2.4315
C 7.0952 -3.0636 1.7628
Br 6.5050 -3.0445 -0.0897
H 7.0689 -5.2292 1.8107
H 7.3241 -4.4462 3.3823
H 8.1669 -2.8782 1.7334
H 6.5952 -2.2353 2.2552
Br 0.9563 -7.5210 5.4297
C 1.8812 -6.6439 3.9518
C 2.5235 -7.6508 3.0369
Br 4.1389 -8.4233 3.8161
H 2.5965 -5.9592 4.3916
H 1.1290 -6.0655 3.4239
H 2.8461 -7.1650 2.1187
H 1.8658 -8.4822 2.8063
```

Summary:
HOMO level   -5.7 eV
HOMO-LUMO gap   7.0 eV
Net charge   -1
Total energy   -1613964.7471 eV

(4)
A cluster of 10 separate species, C4H18BO17 in total, computed with wB97M-V/def2-TZVPD.

```
40
Properties=species:S:1:pos:R:3
O 8.4817 -17.9415 18.9769
C 7.8731 -17.1458 18.3092
O 6.5757 -16.9752 18.2763
B 6.2292 -15.9325 17.2852
O 7.5189 -15.5133 16.7305
C 8.5134 -16.1932 17.2682
O 9.6809 -16.0107 17.0844
O 5.5419 -14.7599 17.8767
C 4.3549 -14.6121 17.3427
O 3.5120 -13.8244 17.6827
C 4.1845 -15.7290 16.2851
O 5.2960 -16.4292 16.2754
O 3.1999 -15.9244 15.6277
O 2.1848 -11.7767 19.2531
H 3.0160 -11.7087 19.7301
H 2.2919 -12.5674 18.7082
O 1.5519 -15.2307 19.4748
H 2.1299 -14.4891 19.2561
H 1.1874 -15.0146 20.3382
O 12.4800 -15.4795 16.7416
H 12.7184 -15.8265 17.6054
H 11.5126 -15.5041 16.7418
O 0.6947 -16.0260 16.9027
H 0.8326 -15.5434 17.7320
H 1.4692 -15.7812 16.3748
O 6.8004 -12.8031 20.4034
H 7.1675 -13.4416 21.0216
H 5.8966 -13.0971 20.2552
O 6.3723 -13.1089 14.9859
H 6.1307 -12.2727 15.3948
H 7.2847 -13.2614 15.2528
O 6.9374 -19.1439 21.1589
H 7.2018 -18.9125 20.2564
H 6.3796 -18.4136 21.4384
O 2.1402 -18.1272 13.6968
H 2.5699 -18.9590 13.9114
H 2.5947 -17.4749 14.2451
O 10.6881 -17.9833 20.8199
H 9.9324 -17.9074 20.2179
H 10.6032 -18.8650 21.1914
```

Summary:
HOMO level   -8.0 eV
HOMO-LUMO gap   10.1 eV
Net charge   -1
Total energy   -39933.5169 eV
Relative energy (zero: lowest compared OMol25 entry of this formula, charge and spin)   6.23 kcal/mol